Version a
{
  "formula": "C5H7BrN2",
  "method": "ωB97M-V/def2-TZVPD",
  "total_charge": 0,
  "homo_ha": -0.3024,
  "smiles": "C/N=N/C=C\\C=C\\Br",
  "homo_lumo_gap_ev": 8.35,
  "species": ["C", "C", "C", "C", "C", "N", "N", "Br", "H", "H", "H", "H", "H", "H", "H"],
  "xyz": [[0.08839, -2.04630, 0.09403], [1.45520, -1.56160, 0.29898], [-0.95942, -1.24471, -0.14782], [1.67141, -0.34433, -0.18710], [-1.12654, 2.30187, 0.01507], [-0.96342, 0.08358, -0.29456], [-1.25371, 0.94299, 0.56762], [3.31849, 0.53087, -0.10676], [-0.12917, -3.11127, -0.06353], [2.22107, -2.25347, 0.86746], [-1.94504, -1.72175, -0.23783], [0.86801, 0.21783, -0.62555], [-1.68615, 2.95792, 0.62929], [-0.13105, 2.76757, 0.31368], [-1.42807, 2.48083, -1.12298]]
}

---

Version b
{
  "formula": "C5H7BrN2",
  "method": "ωB97M-V/def2-TZVPD",
  "total_charge": 0,
  "homo_ha": -0.3436,
  "smiles": "CC1(C)N=NC=C1Br",
  "homo_lumo_gap_ev": 9.34,
  "species": ["C", "C", "C", "C", "C", "N", "N", "Br", "H", "H", "H", "H", "H", "H", "H"],
  "xyz": [[-1.56808, -2.17213, 0.04953], [-1.65214, -0.83334, 0.25579], [0.06764, -0.39194, 0.14738], [0.61183, 0.45948, 1.29948], [0.19398, 0.25244, -1.19455], [-0.24534, -2.59869, -0.19930], [0.57193, -1.68866, -0.07619], [-3.13009, 0.35957, 0.09772], [-2.39212, -2.93575, 0.01771], [-0.10615, 0.65777, 2.22786], [0.97819, 1.48032, 0.93459], [1.54924, -0.01246, 1.76372], [1.19912, 0.46101, -1.49994], [-0.45193, 1.21904, -1.33653], [-0.20841, -0.45002, -2.06407]]
}

---

Version c
{
  "formula": "C5H7BrN2",
  "method": "ωB97M-V/def2-TZVPD",
  "total_charge": 0,
  "homo_ha": -0.3103,
  "homo_lumo_gap_ev": 8.52,
  "species": ["C", "C", "C", "C", "C", "N", "N", "Br", "H", "H", "H", "H", "H", "H", "H"],
  "xyz": [[1.02309, -0.63738, -2.51645], [0.79249, 2.39361, -0.69473], [0.97027, 0.27620, -1.57099], [0.43023, -0.48651, 0.23664], [-1.10399, -0.98888, 1.85559], [1.10424, 1.57277, -1.57294], [-0.67540, -0.36585, 0.67415], [1.76752, -1.86627, 0.75551], [1.23957, -0.44125, -3.51075], [0.54846, -1.59620, -2.41785], [0.65551, 3.52777, -0.97466], [0.59468, 1.98256, 0.32694], [-0.62492, -0.52412, 2.75555], [-0.68085, -1.98524, 1.80122], [-2.20200, -0.94571, 1.81058]]
}

---

What should be chosen as the least stable of them? Choose version c.

---

Version a
{
  "formula": "C4H3CsO6",
  "method": "ωB97M-V/def2-TZVPD",
  "total_charge": 0,
  "homo_ha": [-0.2348, -0.2765],
  "homo_lumo_gap_ev": [5.21, 6.35],
  "species": ["O", "C", "O", "C", "C", "O", "O", "H", "H", "Cs", "O", "C", "O", "H"],
  "xyz": [[1.71802, 0.05451, 0.77159], [0.80778, 0.73077, 0.17976], [-1.53372, 1.28569, 0.32897], [-2.13690, 0.16290, -0.16313], [-0.33660, 1.10206, 1.04964], [-1.61696, -0.95020, 0.08254], [-3.22862, 0.35603, -0.73936], [-0.45319, 0.40476, 1.89319], [-0.07874, 2.07900, 1.49260], [-5.04014, -2.83743, -1.17062], [3.68590, -0.76784, -0.45398], [2.38276, -0.73677, -0.49620], [1.77737, -0.18997, -1.42488], [4.05304, -0.69351, -1.35012]]
}

---

Version b
{
  "formula": "C4H3CsO6",
  "method": "ωB97M-V/def2-TZVPD",
  "total_charge": 0,
  "homo_ha": [-0.2833, -0.2683],
  "homo_lumo_gap_ev": [6.42, 6.01],
  "species": ["O", "C", "O", "C", "C", "O", "O", "H", "H", "Cs", "O", "C", "O", "H"],
  "xyz": [[-3.57806, 0.76695, -0.30444], [-3.40585, 1.00312, -1.53622], [-4.23812, -0.22344, -3.44008], [-4.32921, -1.54441, -3.10440], [-4.55725, 0.71132, -2.43648], [-4.81275, -1.84090, -1.98752], [-4.02986, -2.34328, -4.01663], [-5.47775, 0.45666, -1.89112], [-4.79306, 1.65320, -2.95893], [-4.89776, -5.87810, -3.12443], [-3.67488, 2.78490, 1.24825], [-2.95686, 2.25950, 0.29663], [-2.91861, 2.78429, -0.83704], [-4.60320, 2.87858, 0.97607]]
}

---

What should be chosen as the least stable of them? Choose version b.

---

Version a
{
  "formula": "C4H9O2P",
  "method": "ωB97M-V/def2-TZVPD",
  "total_charge": 0,
  "homo_ha": -0.3524,
  "smiles": "O[C@]1(P)CCOC1",
  "homo_lumo_gap_ev": 10.34,
  "species": ["C", "C", "C", "C", "O", "O", "P", "H", "H", "H", "H", "H", "H", "H", "H", "H"],
  "xyz": [[0.33269, 0.04034, 1.20728], [1.72691, 0.13003, 0.55219], [0.36013, -0.25202, -1.25646], [-0.60949, 0.16712, -0.10090], [1.62520, -0.51820, -0.69974], [-0.94270, 1.55289, -0.30042], [-2.34777, -0.52312, 0.23188], [-0.04664, -0.83213, 1.81155], [0.15343, 0.91301, 1.79854], [1.87426, 1.24574, 0.47780], [2.39687, -0.54307, 1.05655], [0.02631, -1.27487, -1.69774], [0.31033, 0.34054, -2.10261], [-0.15615, 2.07386, -0.11316], [-1.98181, -1.98751, 0.33389], [-2.72157, -0.53261, -1.19864]]
}

---

Version b
{
  "formula": "C4H9O2P",
  "method": "ωB97M-V/def2-TZVPD",
  "total_charge": 0,
  "homo_ha": -0.3641,
  "homo_lumo_gap_ev": 10.64,
  "species": ["C", "C", "C", "C", "O", "O", "P", "H", "H", "H", "H", "H", "H", "H", "H", "H"],
  "xyz": [[1.25883, -0.66972, -3.60363], [1.31063, 0.76794, 0.00448], [-1.41495, 0.92921, 1.03461], [-0.14981, -1.64420, 0.92463], [-0.64277, -0.21316, -1.40395], [0.46768, 0.01985, -4.00952], [-0.27489, -0.10141, -0.00285], [2.07419, 0.53945, -0.81804], [1.88563, 0.79880, 0.97594], [0.91911, 1.77623, -0.22233], [-2.29195, 1.40227, 0.66126], [-0.77570, 1.83344, 1.33878], [-1.61496, 0.37471, 2.01104], [-0.15229, -1.30935, 1.99313], [0.51824, -2.41379, 0.49303], [-1.11700, -2.09027, 0.62343]]
}

---

Version c
{
  "formula": "C4H9O2P",
  "method": "ωB97M-V/def2-TZVPD",
  "total_charge": 0,
  "homo_ha": -0.3211,
  "smiles": "CP(C)C.O=C=O",
  "homo_lumo_gap_ev": 9.48,
  "species": ["C", "C", "C", "C", "O", "O", "P", "H", "H", "H", "H", "H", "H", "H", "H", "H"],
  "xyz": [[3.21161, -0.02071, 0.23101], [-0.86488, -1.05411, -1.35304], [-0.06078, -0.44922, 1.39963], [-1.32465, 1.43807, -0.13811], [3.57935, 1.09114, 0.36623], [2.84453, -1.05507, -0.00713], [0.09111, 0.24229, -0.35732], [-1.93503, -1.03108, -1.12685], [-0.22765, -1.86223, -1.41148], [-0.74197, -0.67224, -2.40004], [-1.03767, -0.76775, 1.48853], [0.45551, 0.20966, 1.96899], [0.58296, -1.25499, 1.37699], [-1.77869, 1.75756, -1.04737], [-0.83369, 2.31422, 0.25736], [-1.96005, 1.11444, 0.75259]]
}

---

What should be chosen as the least stable of them? Choose version a.

---

Version a
{
  "formula": "C6H12O",
  "method": "ωB97M-V/def2-TZVPD",
  "total_charge": 1,
  "homo_ha": [-0.4972, -0.4972],
  "multiplicity": 2,
  "homo_lumo_gap_ev": [8.98, 5.24],
  "species": ["C", "C", "C", "C", "C", "C", "H", "H", "H", "H", "H", "H", "H", "H", "H", "H", "H", "H", "O"],
  "xyz": [[1.44379, -0.97627, 1.43253], [0.08630, -0.82288, 0.86267], [-0.92442, -0.17187, 1.48164], [-0.35166, -0.57804, -1.62008], [-0.05545, -1.30831, -0.51782], [0.25963, -2.78832, -0.67892], [2.20217, -1.00752, 0.65197], [1.57956, -1.87710, 2.04918], [1.78500, -0.25675, 2.18462], [-1.78299, 0.37439, 1.11172], [-0.77567, 0.08654, 2.52908], [-0.13401, -0.90627, -2.63206], [-0.89354, 0.36234, -1.66366], [1.17738, -2.89176, -1.24700], [-0.62742, -3.20019, -1.16683], [0.29658, -3.28947, 0.28515], [-1.31156, 6.47965, -1.74091], [-1.16968, 6.06136, -0.35715], [-0.80403, 6.71048, -0.96414]]
}

---

Version b
{
  "formula": "C6H12O",
  "method": "ωB97M-V/def2-TZVPD",
  "total_charge": 1,
  "homo_ha": [-0.5229, -0.5229],
  "multiplicity": 2,
  "homo_lumo_gap_ev": [8.63, 6.65],
  "species": ["C", "C", "C", "C", "C", "C", "H", "H", "H", "H", "H", "H", "H", "H", "H", "H", "H", "H", "O"],
  "xyz": [[0.66041, -2.02829, -0.15826], [1.68713, -2.64935, -0.78718], [0.86544, 0.12583, -1.23116], [0.26086, -0.66807, -0.24614], [-1.06100, -0.31290, 0.32879], [0.62573, 1.54780, -1.50899], [0.06326, -2.62258, 0.52366], [2.25106, -2.23804, -1.61306], [1.86710, -3.71206, -0.65802], [1.35251, -0.41566, -2.03131], [-0.95853, 0.61310, 0.90276], [-1.89642, -0.17314, -0.35770], [-1.33073, -1.00447, 1.11342], [0.63198, 2.23987, -0.67277], [1.23146, 1.76210, -2.37530], [-0.41891, 1.62032, -1.85558], [-1.40575, 2.19050, 2.81935], [-2.76559, 2.64361, 2.19179], [-2.12804, 2.82449, 2.89067]]
}

---

What should be chosen as the least stable of them? Choose version a.

---

Version a
{
  "formula": "CH5N4",
  "method": "ωB97M-V/def2-TZVPD",
  "total_charge": 1,
  "homo_ha": -0.5472,
  "homo_lumo_gap_ev": 11.05,
  "species": ["C", "N", "N", "N", "N", "H", "H", "H", "H", "H"],
  "xyz": [[0.06039, -0.13859, -0.26412], [0.91571, -1.02546, -0.85885], [1.34026, 0.31921, -0.46301], [-1.28579, 0.17160, -0.30384], [-0.72057, 0.00627, 1.01326], [1.39447, -1.74556, -0.31950], [1.50944, 1.26547, -1.37638], [-1.61171, 1.09843, -0.56878], [-1.08457, -0.78549, 1.55248], [-0.51762, 0.83411, 1.58874]]
}

---

Version b
{
  "formula": "CH5N4",
  "method": "ωB97M-V/def2-TZVPD",
  "total_charge": 1,
  "homo_ha": -0.5517,
  "smiles": "N1NC12N[NH2+]2",
  "homo_lumo_gap_ev": 11.38,
  "species": ["C", "N", "N", "N", "N", "H", "H", "H", "H", "H"],
  "xyz": [[-0.15035, -0.20699, 0.06607], [-1.30222, -0.45169, -0.61335], [-1.23527, 0.44773, 0.56245], [1.02969, -0.86495, 0.31855], [1.14560, 0.40457, -0.37077], [-1.64628, 0.04838, -1.34125], [-1.81468, 0.21515, 1.35776], [1.33824, -1.11255, 1.29530], [1.28491, 0.24916, -1.31080], [1.35035, 1.27119, 0.03605]]
}

---

What should be chosen as the least stable of them? Choose version a.

---

Version a
{
  "formula": "C3H6CuO3",
  "method": "ωB97M-V/def2-TZVPD",
  "total_charge": 1,
  "homo_ha": [-0.4745, -0.5928],
  "multiplicity": 3,
  "homo_lumo_gap_ev": [8.51, 8.64],
  "species": ["O", "Cu", "C", "O", "C", "C", "O", "H", "H", "H", "H", "H", "H"],
  "xyz": [[1.77516, -2.57378, 0.20355], [1.48964, -0.86541, 0.20857], [0.19407, 1.82252, 0.84294], [0.20425, 0.50317, 0.27839], [-0.98286, 0.13868, -0.40608], [-0.59476, -0.97317, -1.35083], [-1.08307, -2.01389, -1.57203], [1.22492, 2.06398, 1.11846], [-0.17685, 2.53483, 0.09536], [-0.44569, 1.83078, 1.73427], [-1.37949, 0.98389, -0.99166], [-1.74649, -0.23392, 0.29581], [1.52118, -3.21769, -0.45675]]
}

---

Version b
{
  "formula": "C3H6CuO3",
  "method": "ωB97M-V/def2-TZVPD",
  "total_charge": 1,
  "homo_ha": [-0.4664, -0.5726],
  "multiplicity": 3,
  "homo_lumo_gap_ev": [7.58, 7.78],
  "species": ["O", "Cu", "C", "O", "C", "C", "O", "H", "H", "H", "H", "H", "H"],
  "xyz": [[1.28558, 1.38648, 0.87226], [-0.26092, 1.49900, -0.04525], [-2.56219, -0.54143, 0.09039], [-1.19469, -0.13080, 0.01437], [-0.23016, -1.17627, 0.10741], [1.09455, -0.54438, -0.25397], [2.20000, -0.98681, -0.19092], [-3.17013, 0.33573, -0.15075], [-2.73872, -1.34864, -0.63179], [-2.78636, -0.88391, 1.10884], [-0.46305, -1.97448, -0.61345], [-0.19156, -1.57340, 1.13520], [2.17099, 1.61796, 0.58263]]
}

---

What should be chosen as the least stable of them? Choose version b.